No. 1
Formula: C8H18NO6PS2
Source: the OMol25 dataset
Level of theory: wB97M-V/def2-TZVPD

Last column: natural (NBO) charge in e.
Element x y z (Å)
C 0.0214 3.7752 -2.9671  -0.41
N -1.1315 3.4483 -2.1581  -0.60
C -1.7586 2.2455 -2.1900  0.64
O -1.4473 1.3933 -3.0091  -0.63
C -2.6939 1.8228 -1.1042  -0.53
C -3.7370 2.9164 -0.7062  -0.61
S -1.6034 1.2957 0.2798  2.12
O -2.4127 0.8662 1.4425  -0.94
O -0.6389 2.3359 0.6238  -0.95
C -0.7149 -0.1531 -0.3119  -0.66
C 0.1247 -0.7294 0.8095  -0.52
S 0.9147 -2.2547 0.2302  -0.12
P 2.0698 -2.5968 1.9764  2.21
O 2.4601 -1.3403 2.6204  -1.10
O 3.4371 -3.4110 1.5772  -0.80
C 4.2764 -2.6542 0.6871  -0.27
O 1.1252 -3.4256 2.9878  -0.78
C 1.1891 -4.8425 2.7774  -0.28
H 0.2477 4.8352 -2.9261  0.21
H 0.8812 3.1977 -2.6332  0.20
H -0.1495 3.5695 -4.0448  0.22
H -1.3023 4.0248 -1.3354  0.41
H -3.1992 0.8913 -1.4760  0.27
H -3.2054 3.8490 -0.4831  0.21
H -4.3462 2.6453 0.1894  0.25
H -4.4174 3.1237 -1.5573  0.23
H -1.4777 -0.8945 -0.5884  0.25
H -0.0632 0.1307 -1.1509  0.26
H 0.8694 -0.0362 1.1412  0.26
H -0.4671 -0.9711 1.6686  0.24
H 5.1467 -3.2352 0.3905  0.20
H 4.6669 -1.7611 1.2006  0.21
H 3.7468 -2.3599 -0.2299  0.19
H 0.4984 -5.3206 3.4657  0.20
H 0.8946 -5.1595 1.7621  0.19
H 2.1959 -5.2204 3.0414  0.20

Values from the calculation:
HOMO   -9.69 eV
Net charge   0
DFT total energy   -53323.8137 eV
SMILES string   CNC(=O)[C@H](C)S(=O)(=O)CCSP(=O)(OC)OC
2S+1   1

***

No. 2
Formula: C3H10O3
Source: the OMol25 dataset
Level of theory: wB97M-V/def2-TZVPD

Last column: natural (NBO) charge in e.
Element x y z (Å)
C -1.3243 1.8242 -0.4594  -0.57
C -0.1383 1.4840 0.1904  0.36
C 0.0917 0.7290 1.4985  -0.69
O 0.9421 1.5455 -0.6214  -0.70
H -2.3146 1.6974 -0.0724  0.20
H -1.2442 2.3951 -1.3709  0.18
H -0.8469 0.7506 2.1809  0.24
H 1.0560 1.1376 1.8818  0.24
H 0.2165 -0.4149 1.4952  0.24
H 0.7909 1.8910 -1.5174  0.49
O -0.9068 -2.0014 -0.6709  -0.95
H -0.9762 -2.4336 -1.5377  0.47
H -1.6010 -1.3705 -0.6457  0.47
O 2.2535 -2.6461 0.0920  -0.95
H 2.5723 -2.2870 -0.7477  0.47
H 1.4292 -2.3011 0.3044  0.48

Values from the calculation:
HOMO   -8.69 eV
Net charge   0
DFT total energy   -9414.1577 eV
SMILES string   C=C(C)O.O.O
2S+1   1

***

No. 3
Formula: C30H86O36P6S4
Source: the OMol25 dataset
Level of theory: wB97M-V/def2-TZVPD

Last column: Mulliken charge in e.
Element x y z (Å)
C 0.8527 9.3762 -0.8351  -1.37
C 0.4297 8.3555 -1.8907  0.00
O 1.1867 7.1445 -1.8380  -0.19
S 0.6851 5.7770 -2.7201  1.14
C -0.6770 5.3929 -1.5594  -0.45
O 0.1870 6.2166 -4.0204  -0.67
O 1.6928 4.7532 -2.5026  -0.51
H 0.7302 8.9953 0.1788  0.32
H 0.1849 10.2314 -0.7313  0.41
H 1.8774 9.7361 -0.9274  0.31
H -0.6012 8.1211 -1.6254  0.22
H 0.4830 8.8199 -2.8754  0.26
H -0.3767 5.4327 -0.5124  0.05
H -1.0242 4.3858 -1.7902  0.03
H -1.4894 6.1138 -1.6502  0.44
C 0.2823 -2.6061 0.7207  -0.67
C 0.6766 -1.1209 0.7867  0.43
O -0.2299 -0.3495 -0.0916  -0.16
S 0.2424 1.1624 -0.5786  0.50
C 0.0227 2.0425 1.0607  0.95
O 1.6627 1.0388 -0.9011  -0.43
O -0.7671 1.7029 -1.4796  -0.20
H -0.7703 -2.6598 0.9985  0.03
H 0.9526 -3.2060 1.3364  -0.04
H 0.3145 -3.0763 -0.2622  0.17
H 0.4570 -0.7669 1.7939  -0.11
H 1.7597 -1.0455 0.6892  0.22
H -0.9313 1.7131 1.4724  -0.32
H 0.2009 3.1159 0.9955  0.04
H 0.8027 1.6045 1.6834  -0.34
C 0.2630 -6.2603 -0.5152  -0.88
C 1.0360 -7.4014 -1.2008  -0.31
O 0.5846 -7.5835 -2.5646  -0.33
S 1.0981 -8.9388 -3.4027  1.12
C 2.8706 -8.3915 -3.7552  -0.83
O 1.1734 -10.0858 -2.4875  -0.61
O 0.4845 -9.0253 -4.7166  -0.58
H -0.8099 -6.3214 -0.6981  0.55
H 0.5401 -5.2185 -0.6762  -0.01
H 0.3518 -6.4248 0.5586  0.35
H 2.1142 -7.2417 -1.1862  0.28
H 0.8421 -8.3350 -0.6726  0.40
H 2.8193 -7.3045 -3.8167  0.22
H 3.3071 -8.7570 -4.6847  0.41
H 3.4584 -8.7726 -2.9201  0.28
C 5.0643 3.2291 -0.0415  -1.43
C 3.6689 3.6712 0.2593  1.16
O 3.7314 4.4734 1.3579  -0.29
S 2.8652 5.8524 1.3767  0.94
C 3.6686 6.8433 0.0217  -0.86
O 1.4579 5.5657 0.9688  -0.47
O 3.1564 6.5442 2.6281  -0.67
H 5.0861 2.5056 -0.8565  0.36
H 5.4013 2.6102 0.7900  0.20
H 5.7183 4.0923 -0.1653  0.34
H 3.1042 4.0503 -0.5925  -0.06
H 3.0130 2.8059 0.3556  -0.41
H 3.4650 6.3029 -0.9027  0.23
H 4.7398 6.8356 0.2231  0.44
H 3.3253 7.8757 0.0878  0.29
C -4.9213 3.8556 -1.7685  -0.89
O -4.4757 2.7550 -0.9494  -0.15
P -4.1813 2.9384 0.6423  0.77
O -5.4365 2.9958 1.4589  -0.76
O -3.1991 1.6942 1.0563  0.48
C -3.6145 0.3563 0.8741  -1.16
O -3.2099 4.2807 0.6439  -0.27
C -2.4917 4.6545 1.8389  0.11
H -5.3749 4.6124 -1.1286  0.44
H -5.6879 3.6309 -2.5100  0.29
H -4.0664 4.3005 -2.2776  0.23
H -3.3255 0.0147 -0.1198  0.09
H -4.7031 0.3006 0.8863  0.57
H -3.0345 -0.2513 1.5686  0.14
H -3.0233 5.5338 2.2028  0.38
H -1.4695 4.9763 1.6399  -0.13
H -2.5473 3.8873 2.6112  -0.19
C 2.4585 2.8701 3.7585  -0.54
O 3.1280 1.8059 3.0930  0.46
P 3.7971 0.5844 4.0038  0.12
O 3.5432 0.6773 5.4719  -0.75
O 5.3885 0.6728 3.7989  -0.32
C 6.1908 1.7826 4.1747  -0.78
O 3.3449 -0.7578 3.2257  0.29
C 3.2747 -2.0244 3.9195  -0.76
H 2.5350 2.7312 4.8369  0.56
H 1.3908 2.8685 3.5390  -0.03
H 2.8177 3.8199 3.3624  0.01
H 6.8140 1.3468 4.9556  0.32
H 5.6431 2.6456 4.5534  0.32
H 6.8556 2.0905 3.3677  0.26
H 4.1036 -2.6636 3.6154  0.27
H 2.3970 -2.6064 3.6388  0.17
H 3.3242 -1.9274 5.0041  0.42
C -3.9124 1.7466 4.9097  -0.61
O -3.1044 0.5554 4.8274  -0.41
P -1.4876 0.7296 4.6126  0.54
O -1.0022 2.0404 4.0259  -0.63
O -0.8691 0.3283 6.0551  -0.44
C 0.5511 0.1338 6.1952  -0.11
O -1.1509 -0.5180 3.6865  0.74
C -1.6872 -1.7925 3.9637  -0.80
H -4.3283 1.9071 5.9043  0.31
H -4.7031 1.5747 4.1794  0.25
H -3.3769 2.6556 4.6358  0.18
H 0.9873 0.7320 6.9952  0.29
H 0.9894 0.4999 5.2668  -0.26
H 0.6060 -0.9548 6.1983  0.27
H -0.8590 -2.4407 4.2502  0.24
H -2.1311 -2.1174 3.0227  0.10
H -2.4836 -1.7615 4.7073  0.42
C 6.4127 -3.6626 -1.0467  -0.75
O 5.3175 -4.1323 -0.2513  -0.31
P 3.8239 -4.3058 -0.8702  0.51
O 3.7512 -4.8319 -2.2987  -0.79
O 3.0542 -5.1858 0.1933  -0.11
C 3.2865 -5.2026 1.5662  -0.61
O 3.2081 -2.8299 -0.7526  0.37
C 3.4976 -1.7725 -1.6663  -0.73
H 6.9532 -2.8568 -0.5502  0.34
H 6.1268 -3.2443 -2.0118  0.24
H 7.0959 -4.4213 -1.4287  0.28
H 3.8552 -4.3067 1.8156  0.21
H 3.7372 -6.1432 1.8827  0.30
H 2.3241 -5.2540 2.0754  0.23
H 2.6115 -1.4807 -2.2302  0.26
H 4.3615 -1.9147 -2.3156  0.35
H 3.6916 -0.9127 -1.0251  0.25
C -5.9018 -5.1680 -1.0141  -0.63
O -5.1717 -4.8566 0.1380  -0.33
P -4.4675 -3.4157 0.2889  0.79
O -5.3385 -2.2664 0.5810  -0.71
O -3.3639 -3.7900 1.4910  -0.22
C -2.5629 -4.9201 1.4739  -0.60
O -3.4712 -3.3293 -1.0118  0.05
C -3.7345 -2.8323 -2.2417  -0.87
H -6.8853 -5.4295 -0.6236  0.27
H -5.4481 -6.0613 -1.4433  0.25
H -6.0417 -4.3319 -1.6993  0.29
H -3.0632 -5.8872 1.4244  0.40
H -1.9639 -4.9362 2.3845  0.32
H -1.9140 -4.8175 0.6041  0.12
H -3.4268 -3.5055 -3.0419  0.35
H -3.0780 -1.9814 -2.4233  0.19
H -4.7731 -2.5317 -2.3798  0.41
C -3.1181 1.3649 -3.5019  -0.36
O -2.7612 0.9116 -4.8250  -0.11
P -3.9040 0.3347 -5.8357  0.57
O -5.0049 1.2950 -6.1861  -0.71
O -4.3617 -1.0320 -5.1054  0.01
C -5.3412 -1.9249 -5.6931  -0.88
O -3.0916 -0.2869 -7.0718  -0.33
C -2.4529 0.5751 -7.9765  -0.67
H -2.5881 2.2833 -3.2493  0.05
H -2.7837 0.5384 -2.8748  0.07
H -4.1829 1.4333 -3.2790  0.43
H -4.8876 -2.8902 -5.9178  0.33
H -5.8540 -1.4962 -6.5541  0.39
H -6.1491 -2.2380 -5.0317  0.31
H -1.5025 0.1064 -8.2317  0.25
H -2.2362 1.5068 -7.4540  0.33
H -2.9803 0.6697 -8.9257  0.24

Values from the calculation:
HOMO   -10.33 eV
Net charge   0
DFT total energy   -205297.0479 eV
SMILES string   CCOS(C)(=O)=O.CCOS(C)(=O)=O.CCOS(C)(=O)=O.CCOS(C)(=O)=O.COP(=O)(OC)OC.COP(=O)(OC)OC.COP(=O)(OC)OC.COP(=O)(OC)OC.COP(=O)(OC)OC.COP(=O)(OC)OC
2S+1   1

***

No. 4
Formula: C5H12OS3
Source: the OMol25 dataset
Level of theory: wB97M-V/def2-TZVPD

Last column: natural (NBO) charge in e.
Element x y z (Å)
C -0.5461 -2.8321 -0.7684  -0.65
C 1.2370 1.7906 1.7234  -0.53
C -0.3945 2.0547 -1.2828  -0.84
C 0.4558 -2.4594 0.1870  -0.52
C 0.0072 0.2802 0.8947  -0.60
O -2.1143 1.8310 0.6848  -0.99
S -0.7922 -0.4206 2.3813  -0.03
S 1.1992 -0.7876 -0.0083  0.22
S -1.3538 0.9907 -0.1369  1.31
H -0.3819 -3.8213 -1.0920  0.22
H -1.5538 -2.6757 -0.6210  0.22
H -0.4459 -2.2097 -1.6769  0.22
H 1.8793 1.1013 2.2039  0.20
H 0.6677 2.3339 2.4824  0.21
H 1.6554 2.4438 0.9441  0.20
H -1.1106 2.4023 -2.0524  0.24
H 0.5433 1.6856 -1.5443  0.24
H -0.3052 3.0158 -0.7132  0.24
H 1.3746 -3.1334 0.0505  0.23
H 0.2360 -2.5200 1.2519  0.24
H -2.1142 -0.0082 2.1311  0.17

Values from the calculation:
HOMO   -8.38 eV
Net charge   0
DFT total energy   -39929.0694 eV
2S+1   1

***

No. 5
Formula: C6H12N
Source: the OMol25 dataset
Level of theory: wB97M-V/def2-TZVPD

Last column: natural (NBO) charge in e.
Element x y z (Å)
C 0.2811 -1.2731 1.9890  -0.35
C -0.3903 -1.0323 0.8396  0.13
C -1.3003 -1.9205 0.1526  -0.66
N -0.3301 0.2593 0.1693  -0.40
C 0.4769 1.5319 0.6189  -0.17
C 0.9154 0.8183 -0.5748  -0.02
C 0.6764 1.3975 -1.9603  -0.65
H 0.9220 -0.5435 2.4459  0.21
H 0.2761 -2.2716 2.3127  0.23
H -0.7949 -2.4870 -0.6660  0.26
H -2.0303 -1.2149 -0.3836  0.20
H -1.8753 -2.7200 0.7414  0.28
H -1.2735 0.3802 -0.2572  0.45
H 1.0169 1.5664 1.5072  0.25
H -0.2373 2.2973 0.3744  0.23
H 1.9144 0.4319 -0.4091  0.26
H -0.3270 1.3289 -2.4208  0.25
H 1.3532 0.9102 -2.5399  0.24
H 0.7265 2.5410 -1.9390  0.25

Values from the calculation:
HOMO   -13.98 eV
Net charge   +1
DFT total energy   -7897.3690 eV
SMILES string   C=C(C)[N@H+]1C[C@@H]1C
2S+1   1